Model i:
29
Properties=species:S:1:pos:R:3 method="wB97M-V/def2-TZVPD" lumo_energy_ha=0.1815 homo_ev=-1.951 mol_weight_da=260.48 total_charge=-2
Mg 0.344 -0.062 0.137
C -0.862 2.187 3.103
C -1.772 1.270 2.287
O -2.966 1.159 2.594
O -1.205 0.696 1.306
H -0.599 3.087 2.545
H 0.034 1.620 3.360
H -1.344 2.534 4.022
C -0.560 -4.208 0.963
C -1.151 -2.823 0.716
O -0.305 -1.919 0.390
O -2.361 -2.696 0.847
H -1.332 -4.974 0.886
H -0.131 -4.269 1.969
H 0.257 -4.460 0.280
C 3.745 1.509 -0.674
C 2.531 0.842 -0.114
O 2.323 -0.391 -0.333
O 1.616 1.461 0.500
H 3.623 2.590 -0.670
H 3.988 1.127 -1.663
H 4.625 1.283 -0.062
C -1.094 0.716 -3.823
C -1.447 0.468 -2.358
O -2.611 0.413 -2.005
O -0.401 0.358 -1.620
H -0.495 1.637 -3.841
H -1.927 0.948 -4.493
H -0.519 -0.106 -4.249

Model ii:
29
Properties=species:S:1:pos:R:3 method="wB97M-V/def2-TZVPD" lumo_energy_ha=0.0014 homo_ev=-2.726 mol_weight_da=260.48 total_charge=-2
Mg 0.246 -0.343 -1.145
C -0.494 -6.592 1.543
C -0.419 -5.015 1.409
O -0.505 -4.405 2.457
O -0.383 -4.353 0.322
H -0.108 -6.880 2.521
H 0.166 -7.056 0.810
H -1.457 -7.074 1.376
C -4.233 3.183 1.745
C -3.094 2.333 2.318
O -2.386 1.557 1.581
O -2.863 2.176 3.525
H -4.187 3.223 0.657
H -4.243 4.199 2.140
H -5.155 2.612 1.862
C -0.832 2.044 -6.384
C -0.704 1.559 -4.908
O -1.182 0.513 -4.501
O 0.129 2.035 -4.084
H -1.757 2.579 -6.600
H -0.680 1.197 -7.052
H -0.127 2.862 -6.533
C 5.475 1.657 2.425
C 4.123 0.991 2.445
O 3.525 0.695 3.495
O 3.596 0.648 1.356
H 5.319 2.735 2.376
H 6.121 1.496 1.562
H 6.109 1.424 3.280

Top of the stability list: model i, leading by 0.4429 hartree.

Model i:
23
Properties=species:S:1:pos:R:3 method="wB97M-V/def2-TZVPD" lumo_energy_ha=0.0046 homo_ev=-8.279 mol_weight_da=178.18
C -0.961 2.490 -1.391
C -2.081 2.806 -0.510
C 3.021 -0.344 0.490
C 2.809 -1.700 0.126
C -0.389 1.416 -0.845
C -2.079 1.868 0.493
C 1.799 0.146 0.928
C 1.478 -1.965 0.379
C -1.715 -2.262 -0.129
N -1.017 0.958 0.297
N 0.824 -0.849 0.841
P -0.769 -0.414 1.281
H -0.355 3.041 -2.091
H -2.809 3.663 -0.664
H 3.978 0.224 0.543
H 3.561 -2.350 -0.229
H 0.414 0.808 -1.259
H -2.638 1.775 1.367
H 1.367 1.054 1.282
H 0.983 -2.826 0.071
H -2.560 -2.026 -0.694
H -2.044 -3.048 0.614
H -0.817 -2.465 -0.898

Model ii:
23
Properties=species:S:1:pos:R:3 method="wB97M-V/def2-TZVPD" lumo_energy_ha="-0.0349 / -0.0190" homo_ev="-8.497 / -8.208" mol_weight_da=178.18
C -1.678 1.283 1.684
C -1.079 1.682 0.693
C -0.938 -0.208 -0.345
C -2.282 -0.527 0.416
C -2.367 -0.072 1.861
C 2.080 -0.752 -0.375
C 0.938 -1.023 -1.516
C -0.652 1.180 -0.501
C 1.597 0.487 0.334
N -0.277 -1.185 -0.843
N -3.172 -1.049 -0.350
P 2.567 1.974 0.068
H -1.914 -0.712 2.575
H -3.402 0.025 2.073
H 2.077 -1.693 0.251
H 3.032 -0.730 -0.848
H 0.891 -0.089 -2.083
H 1.010 -2.028 -2.032
H 0.054 1.470 -1.252
H 1.176 0.216 1.306
H -3.971 -1.373 0.165
H 2.473 1.745 -1.328
H 3.835 1.377 0.047

Top of the stability list: model i, leading by 0.2066 hartree.